# 1
Density functional theory data (ωB97M-V with the def2-TZVPD basis set) for 2 unconnected molecules or ions with the total composition C19H35N2O6S2 at a distorted geometry.

```
! wB97M-V def2-TZVPD RIJCOSX def2/J DEFGRID3
* xyz -1 1
S -3.46 -1.55 -3.51
S -3.85 1.03 -2.08
O 4.40 2.05 3.11
O -3.24 -1.23 1.51
O 5.87 0.36 3.34
O 2.73 -3.23 0.34
O 6.51 2.29 2.35
O 4.01 -0.04 -0.41
N -4.50 -1.40 -1.08
N 2.33 1.52 0.16
C -3.94 -0.75 -2.17
C -1.54 2.80 -0.87
C 2.87 -2.22 -0.65
C 1.39 -3.53 0.68
C -2.64 -1.94 0.44
C -0.70 1.91 0.09
C -2.29 1.35 -2.96
C -3.69 -2.48 -0.51
C -5.06 -0.59 0.01
C 3.21 0.42 0.63
C -4.04 -0.16 1.06
C 5.63 1.57 2.94
C 0.11 0.79 -0.58
C 0.32 2.79 0.87
C 0.94 -2.80 1.95
C -1.48 2.52 -2.37
C 1.48 1.26 -1.04
C 4.18 -1.45 -0.41
C 1.53 2.01 1.35
H -0.45 2.37 -2.70
H -0.40 0.27 -1.39
H 2.23 2.64 1.92
H 1.41 2.21 -1.58
H 2.64 -0.37 1.13
H -5.81 -1.21 0.50
H -1.81 3.43 -2.88
H 2.03 -1.53 -0.56
H 2.86 -2.68 -1.64
H 0.50 -3.49 2.67
H 3.78 0.97 1.39
H -3.22 -3.07 -1.30
H 4.88 -1.65 -1.22
H -3.43 0.67 0.70
H -5.59 0.28 -0.39
H 0.67 3.61 0.24
H -1.20 3.83 -0.73
H 1.34 -4.60 0.84
H -4.34 -3.16 0.05
H -0.16 3.23 1.75
H -2.58 2.79 -0.53
H 4.66 -1.80 0.51
H 0.71 -3.31 -0.16
H 1.29 1.17 2.00
H -4.59 0.21 1.93
H -1.75 0.41 -3.01
H 1.82 -2.36 2.44
H -1.36 1.49 0.84
H 1.95 0.56 -1.71
H -2.55 1.59 -3.99
H 0.28 0.03 0.20
H -1.93 -1.31 -0.11
H 2.96 2.28 -0.08
H 0.22 -2.00 1.76
H -2.09 -2.76 0.89
*
```

Results
**LUMO**: 0.99 eV
**Frontier orbital gap**: 1.9 eV
**Total energy**: -2102.146258 Ha

# 2
Density functional theory data (ωB97M-V with the def2-TZVPD basis set) for a molecular structure, C19H35O4ReS3Si3.

```
! wB97M-V def2-TZVPD RIJCOSX def2/J DEFGRID3
* xyz 1 2
Re 0.23 -0.31 0.64
S 2.20 0.75 0.35
S 1.00 -2.13 1.54
S 3.69 -1.04 2.45
Si -2.54 -2.06 0.43
Si -2.14 0.97 -0.48
Si -0.96 -1.28 -2.32
O -0.70 1.60 0.26
O 4.77 -5.29 -3.11
O 3.36 -6.93 -2.68
O 4.45 1.20 1.30
C -0.49 2.94 0.72
C 1.77 -4.48 0.48
C 3.83 -5.69 -2.48
C -2.53 -1.87 2.30
C -0.30 -3.02 -2.52
C -1.42 -0.79 -0.50
C -2.04 -3.83 0.07
C -3.50 1.37 0.73
C 3.30 -3.45 -1.58
C 3.13 -4.83 -1.47
C 2.37 -5.34 -0.43
C 2.69 -2.59 -0.69
C 0.39 -0.11 -2.91
C 5.69 1.14 2.02
C -2.46 -1.21 -3.45
C 3.57 0.25 1.48
C -4.31 -1.81 -0.15
C 1.91 -3.11 0.34
C -2.50 1.92 -2.03
H -2.85 -0.22 -3.63
H 0.49 -0.20 -3.99
H -3.26 -1.84 -3.08
H -2.37 -4.15 -0.92
H -4.85 -1.10 0.46
H -4.84 -2.76 -0.07
H -4.39 -1.50 -1.19
H 2.27 -6.41 -0.28
H -2.60 2.97 -1.77
H 0.29 -3.03 -3.44
H -3.49 2.45 0.90
H -0.74 3.64 -0.07
H -1.75 1.82 -2.81
H 6.23 0.23 1.74
H -0.97 -4.00 0.15
H 5.49 1.13 3.09
H -3.40 0.87 1.69
H -1.12 -3.73 -2.65
H 6.24 2.03 1.72
H -3.46 1.60 -2.43
H 3.93 -3.08 -2.38
H -3.23 -2.59 2.71
H -2.85 -0.88 2.64
H 2.53 -7.07 -2.20
H 2.82 -1.53 -0.80
H -2.16 -1.62 -4.42
H -2.54 -4.46 0.80
H 0.56 3.04 0.98
H 1.35 -0.40 -2.47
H -1.56 -2.08 2.75
H 0.34 -3.37 -1.72
H 1.20 -4.88 1.31
H 0.22 0.93 -2.67
H -4.48 1.13 0.32
H -1.11 3.13 1.60
*
```

Results
**LUMO (alpha / beta)**: -5.17 / -4.71 eV
**Frontier orbital gap (alpha / beta)**: 6.4 / 6.7 eV
**Total energy**: -3187.127556 Ha

# 3
Density functional theory data (ωB97M-V with the def2-TZVPD basis set) for a molecular structure, C19H36BIrN6S6 at a distorted geometry.

```
! wB97M-V def2-TZVPD RIJCOSX def2/J DEFGRID3
* xyz 3 2
Ir -0.69 -0.08 0.37
S -3.18 -0.04 1.54
S -0.54 1.96 -1.09
S -0.58 -2.04 2.29
S -0.27 1.33 2.58
S -1.85 -1.85 -1.01
S 1.69 -0.75 -0.26
N 1.17 3.65 0.05
N 1.95 2.54 -1.86
N -0.20 -1.64 -3.18
N 2.15 -3.29 0.49
N 1.10 -3.15 -1.45
N -2.06 -0.46 -3.31
C -3.08 1.06 3.01
C 1.64 -2.44 -0.43
C 2.41 3.81 0.77
C 1.01 2.78 -0.95
C 0.10 0.16 3.93
C -1.92 2.03 2.98
C 1.86 1.47 -2.82
C -3.35 0.08 -3.01
C -2.28 -2.70 2.19
C 0.07 4.43 0.56
C -3.43 -1.70 2.30
C -0.61 -1.18 3.92
C -1.34 -1.31 -2.54
C 3.09 3.41 -2.07
C 1.92 -4.56 0.06
C -1.35 -0.24 -4.45
C -0.21 -0.98 -4.37
C 1.28 -4.46 -1.15
C 2.88 -2.94 1.68
B 0.90 -2.69 -2.91
H -3.72 -1.54 3.34
H -0.12 0.68 4.87
H 3.98 3.03 -1.56
H -2.30 -3.21 1.22
H 0.64 -3.65 -3.57
H 2.81 0.95 -2.86
H 3.32 3.44 -3.13
H -3.47 1.04 -3.50
H 1.18 0.03 3.86
H -0.14 4.20 1.61
H 0.95 -5.25 -1.79
H 3.95 -2.85 1.46
H 1.64 1.86 -3.81
H -1.82 2.54 3.94
H -4.14 -0.58 -3.37
H 2.89 4.42 -1.73
H 0.34 5.49 0.50
H 2.52 -1.98 2.05
H 2.87 4.78 0.57
H -2.38 -3.45 2.97
H -4.00 1.65 3.02
H 2.24 -5.43 0.60
H 0.58 -1.09 -5.08
H 2.75 -3.70 2.43
H 1.08 0.76 -2.53
H 1.93 -2.23 -3.28
H 3.11 3.02 0.53
H 2.20 3.77 1.84
H -4.29 -2.12 1.78
H -2.08 2.78 2.20
H -0.83 4.28 -0.03
H -1.66 -1.10 4.21
H -3.46 0.22 -1.93
H -1.70 0.41 -5.23
H -3.07 0.46 3.92
H -0.12 -1.85 4.63
*
```

Results
**LUMO (alpha / beta)**: -10.26 / -11.77 eV
**Frontier orbital gap (alpha / beta)**: 6.3 / 4.7 eV
**Total energy**: -3591.566005 Ha